(1)
Molecular formula: C19H43N2O3P2Ti
Method: DFT, the ωB97M-V functional and the def2-TZVPD basis

The total energy is -2616.13286 hartree. The calculation puts the highest occupied orbital energy (alpha / beta) at -18.52 / -18.52 eV. For the energy relative to the best compared isomer or geometry (same formula, charge and spin), the calculation gives 1.784 eV. The calculation puts the LUMO energy (alpha / beta) at -12.015 / -12.013 eV. The molar mass comes out at 457.38 g/mol.

Geometry as ORCA input:
```
! wB97M-V def2-TZVPD RIJCOSX def2/J DEFGRID3
* xyz 3 1
H -0.5676 -3.2157 -3.0564
H 0.5134 5.7685 -1.6245
H -4.1973 0.6732 -2.1367
H -4.6157 -2.0852 -2.7013
H 2.2026 0.1316 -2.1808
H -0.3847 -2.7038 -2.5654
H -1.5459 -3.3827 2.5911
H 2.6010 -2.0630 -1.1145
N 0.8605 4.9106 -1.1681
H 1.3010 3.4159 -2.6116
H 5.4577 -1.2578 -1.1343
O 0.6317 3.0068 0.4202
H -2.1494 -1.6099 -2.1570
C -0.5944 0.9600 2.3564
C -5.0705 -0.0939 0.7808
P -2.3419 -0.7253 0.0750
H 3.4801 2.1628 3.0446
H 4.9714 -1.6655 0.5324
H -2.5073 2.2492 0.8339
H -4.9616 -1.8820 -0.9799
H -5.7119 0.5671 1.3899
H 3.8991 0.5999 -1.9446
H 3.6140 2.0937 -0.1797
H 4.7252 -2.8414 -0.7765
H 1.2315 -3.5207 2.4072
C -3.6105 0.3712 0.9136
H 2.3171 0.8466 3.2583
H 0.5090 4.8801 -0.2017
H -2.4411 0.8458 -2.4570
P 2.4455 -0.5172 0.6584
H -3.4803 -0.1215 -3.5309
C -2.5380 -2.2832 1.0637
C -3.4647 1.8394 0.5059
C 1.1671 -2.6543 1.7175
C 3.2183 -0.2499 -2.0444
C -1.2628 -2.8302 1.7262
H -5.2128 -1.1110 1.1741
C 4.6840 -1.7648 -0.5314
H 2.0330 2.0843 2.0205
H 1.8801 5.0359 -1.1300
H 2.6026 -1.5203 2.8809
C -4.1681 -2.1024 -1.7001
C 2.8101 1.4770 2.5093
N -0.1303 -1.8798 1.8235
C 4.3232 1.5530 0.4693
C 3.6122 0.6599 1.4843
H 4.3692 0.0339 1.9956
C -3.2933 0.1534 -2.4795
C 0.5112 3.5972 -1.8782
H -4.2494 2.4340 0.9907
Ti -0.0538 -0.0516 0.7815
H -3.7934 -3.1130 -1.5147
H -2.8573 -3.0722 0.3671
C 2.4664 -1.8751 1.8732
H 1.0951 -3.1132 0.6998
H 3.2590 -2.5602 1.6198
O -0.9253 1.3892 3.4049
C 0.4316 2.5324 -0.7084
H -0.9087 -3.6787 1.0915
H -3.3209 -2.1657 1.8324
O 0.1789 1.2715 -0.8814
H 4.9272 2.3033 1.0001
H 3.4970 -0.7953 -2.9536
H 5.0019 0.9723 -0.1688
H -0.4277 3.7998 -2.4157
C -3.0003 -1.1089 -1.6563
H -3.5554 1.9812 -0.5763
C 3.2663 -1.2157 -0.8506
H -5.4350 -0.0455 -0.2590
H -3.3181 0.2759 1.9754
*
```

(2)
Molecular formula: C19H43N2OP3SSn
Method: DFT, the ωB97M-V functional and the def2-TZVPD basis

The total energy is -2569.48888 hartree. The calculation puts the highest occupied orbital energy (alpha / beta) at -19.12 / -18.95 eV. For the energy relative to the best compared isomer or geometry (same formula, charge and spin), the calculation gives 0.267 eV. The calculation puts the LUMO energy (alpha / beta) at -14.931 / -15.401 eV. The molar mass comes out at 559.27 g/mol.

Geometry as ORCA input:
```
! wB97M-V def2-TZVPD RIJCOSX def2/J DEFGRID3
* xyz 4 1
C -3.6929 -0.7931 1.6631
C 0.5643 0.0588 -2.9070
H 0.1048 1.3507 -4.5493
C 0.4477 -2.3382 -3.3355
H -2.0274 -2.6899 -0.3761
H -0.1168 3.6407 4.3401
C 3.4048 1.4014 2.2348
C -2.6771 -1.9211 -0.8091
H 2.1887 3.7797 0.9135
C 0.6254 -1.2661 -2.4410
H -1.6036 4.6618 2.3286
P 2.4499 1.3645 0.6818
H -0.5538 -1.8666 6.1264
H 1.6471 -1.7565 -8.0087
N 0.5708 -2.3408 4.4318
C 0.0369 -0.7491 -5.1051
H -0.3367 1.5713 -0.7684
H 2.2819 -1.7909 1.7711
C 3.5765 0.5313 -0.4958
H 3.7447 -0.5071 -0.1782
H -3.7184 -2.2811 -0.8442
H 3.4972 3.3433 -0.2364
H 0.0930 -2.8930 -5.3641
H 1.2061 3.4131 3.1554
H 0.4795 -4.5155 -7.2147
C -3.5148 0.8454 -0.7208
C 0.8625 -1.7654 3.2445
H 0.5497 -3.3514 -2.9384
H -3.8567 1.6506 -0.0577
C -2.3032 2.0552 3.5057
H -1.3441 -1.5194 4.5700
H 2.7875 1.7789 3.0582
S 0.9288 -1.7186 -0.7740
H 4.2771 2.0672 2.1099
H -2.1916 3.7082 0.9266
H -2.4175 2.8870 4.2210
C 0.8831 -2.4908 -7.7322
C 0.2175 0.3222 -4.2228
H -2.8512 1.2678 -1.4851
P -2.6335 -0.4304 0.2345
O 0.0609 -0.9828 2.6553
C -0.7014 -2.2266 5.1081
H 4.5354 1.0752 -0.5077
H -0.4923 4.2548 0.9773
H -4.3892 0.3707 -1.2002
C 0.1620 -2.0708 -4.6636
H -3.2341 -0.4226 2.5883
C -1.3325 3.8942 1.5858
H -1.2012 -3.1963 5.1573
H -2.3277 -1.6945 -1.8232
H -3.2211 1.9667 2.9149
H -0.1704 -0.5641 -6.1504
H 3.1476 0.5342 -1.5062
P -0.8571 2.3235 2.4108
H 0.7230 2.0681 4.2247
H -4.6764 -0.3198 1.5283
H 0.7329 0.8853 -2.2088
C 2.4761 3.0982 0.1017
H 2.6600 -2.7429 3.1790
H 3.7634 0.3965 2.4806
H 2.2545 -3.9750 -7.0565
H 1.7702 3.2187 -0.7292
H -0.1189 -2.3236 -8.1685
H -3.8327 -1.8770 1.7333
H -2.1521 1.1261 4.0714
C 0.3557 2.9249 3.6454
N 2.0950 -2.0347 2.7345
H 1.2645 -2.9744 4.8039
Sn -0.0908 0.2402 0.3800
C 1.2110 -3.6866 -7.2186
*
```

(3)
Molecular formula: C19H43N2OP3SeW
Method: DFT, the ωB97M-V functional and the def2-TZVPD basis

The total energy is -4425.39071 hartree. The calculation puts the highest occupied orbital energy (alpha / beta) at -20.16 / -20.49 eV. For the energy relative to the best compared isomer or geometry (same formula, charge and spin), the calculation gives 3.740 eV. The calculation puts the LUMO energy (alpha / beta) at -14.288 / -15.598 eV. The molar mass comes out at 671.29 g/mol.

Geometry as ORCA input:
```
! wB97M-V def2-TZVPD RIJCOSX def2/J DEFGRID3
* xyz 4 3
P 1.4334 -0.2432 1.2182
C -2.6054 3.7821 5.3871
C 2.9009 2.3817 -3.9878
C 0.8956 -1.9584 -3.6858
W -0.1915 -0.1114 -0.9372
Se -0.9379 1.9607 0.3759
H -1.9582 -3.4903 -1.4495
H 2.4659 -3.8033 -2.0212
H -2.2075 2.7996 0.6126
H -2.7873 -1.9843 2.3234
H 3.0889 -1.3955 2.5356
H 0.7717 -1.0177 -4.2445
C 0.6524 -0.0571 2.8628
H 1.6647 -2.5795 -4.1750
H 3.3267 1.0775 0.4089
H -0.0368 -2.6889 2.3580
H -0.2400 1.1132 -4.0915
C 0.7044 1.3968 -3.6088
H -1.8429 2.9942 5.4639
H -2.1427 4.7757 5.5030
C -2.9912 2.6378 3.2457
N -3.6798 2.7596 2.0534
H -0.0573 -2.5060 -3.7124
H 3.0628 0.0751 -2.4228
H 3.7412 3.3945 -2.2801
H 2.2327 -3.2999 -0.3541
C 1.9115 2.3298 -1.7657
H -3.8986 4.3720 3.7950
N -3.2432 3.6688 4.1021
C -2.0054 -0.6286 -1.6555
H 3.2797 -1.8471 0.8209
H 3.6971 2.6770 -4.6843
H 0.3615 -3.6748 0.9057
H -2.1731 -0.3199 2.0660
C 2.5481 -1.6626 1.6146
H -3.4484 -0.9827 1.0071
C -1.6149 0.6435 -2.2720
H 1.6807 1.4722 -5.5318
H 3.6421 -1.0639 -1.1970
H 3.3472 0.8638 2.1843
C 1.7612 -3.3150 -1.3378
H 0.1018 -0.9591 3.1741
C 2.7069 1.0664 1.3128
H -4.4750 3.3763 2.0193
P -1.3164 -1.9898 0.4181
O -2.1832 1.7362 3.4671
C 2.9309 2.7574 -2.6410
P 1.3867 -1.6415 -1.9639
H -0.0521 0.7872 2.9047
C 0.8731 1.4807 -2.2041
H -1.8388 -1.4940 -2.2980
C 1.7768 1.6931 -4.4612
H -3.3370 3.6560 6.1997
H 1.9943 -2.5868 1.8029
H -3.7423 1.9198 1.4972
C -0.4320 -3.1812 1.4699
H -2.0094 1.5933 -1.9111
H -3.3813 -2.7144 -0.7082
H 3.6072 -1.5461 -2.9113
H -2.9216 -0.6431 -1.0779
C -2.4113 -3.1754 -0.5026
H -1.1570 -3.9357 1.7792
H -2.5610 -4.0603 0.1179
H 1.9526 2.6537 -0.7264
H 2.2368 2.0472 1.4230
H 1.4660 0.1254 3.5907
C -2.5309 -1.2316 1.5582
H -1.7372 0.6333 -3.3484
H 0.8651 -3.9355 -1.2772
C 3.0800 -0.9773 -2.1332
*
```

- Number 3 is which compound?
  C19H43N2OP3SeW

- Among the records above, which one has the highest molar mass?
  C19H43N2OP3SeW

- Look up the molar mass of the third one.
  671.29 g/mol